This record from the Open Molecules 2025 dataset describes a gas-phase ion, C18H34N3S2 (charge +1) in a non-equilibrium geometry. The level of theory is ωB97M-V with the def2-TZVPD basis set.

Computed properties:
- molar mass (g/mol) = 356.625
- LUMO (eV) = -2.84
- SMILES string = CCCCN(CCCCc1[nH]c(CCC)c[nH+]1)C(=S)SCCC

Geometry as ORCA input:
```
! RIJCOSX wB97M-V def2-TZVPD def2/J DEFGRID3
* xyz 1 1
C 2.10 4.45 -2.01
C 1.68 3.01 -2.32
C 1.01 2.31 -1.11
C -0.45 2.73 -1.01
N -1.27 2.03 0.02
C -2.42 1.31 -0.55
C -2.08 0.25 -1.61
C -2.83 -1.06 -1.33
C -2.46 -2.18 -2.31
C -1.29 -2.96 -1.79
N -0.55 -2.63 -0.74
C 0.47 -3.55 -0.54
C 1.44 -3.42 0.60
C 2.89 -3.81 0.24
C 3.86 -2.61 0.18
C 0.32 -4.47 -1.52
N -0.77 -4.08 -2.28
C -0.61 1.42 1.05
S -0.63 -0.18 1.43
S 0.34 2.58 2.04
C -0.83 2.91 3.41
C -1.39 1.72 4.18
C -0.33 0.90 4.91
H 3.10 4.49 -1.57
H 1.42 4.93 -1.31
H 2.12 5.06 -2.91
H 0.97 3.01 -3.16
H 2.55 2.42 -2.61
H 1.55 2.64 -0.22
H 1.10 1.23 -1.22
H -0.49 3.80 -0.80
H -0.94 2.59 -1.98
H -3.09 2.07 -0.97
H -2.96 0.86 0.28
H -2.37 0.60 -2.60
H -1.00 0.07 -1.63
H -3.91 -0.89 -1.38
H -2.62 -1.36 -0.30
H -3.31 -2.85 -2.45
H -2.19 -1.77 -3.29
H -0.68 -1.80 -0.15
H 1.40 -2.39 0.97
H 1.08 -4.05 1.42
H 3.24 -4.50 1.01
H 2.91 -4.35 -0.71
H 4.11 -2.34 -0.85
H 4.79 -2.84 0.71
H 3.44 -1.73 0.67
H 0.90 -5.36 -1.72
H -1.13 -4.57 -3.08
H -0.24 3.53 4.09
H -1.65 3.51 3.00
H -2.07 2.14 4.93
H -2.00 1.08 3.54
H 0.34 0.38 4.23
H 0.26 1.55 5.57
H -0.81 0.17 5.56
*
```

---

This record from the Open Molecules 2025 dataset describes a molecular structure, C18H34N4O2PtSb2. The level of theory is ωB97M-V with the def2-TZVPD basis set.

Computed properties:
- molar mass (g/mol) = 777.094
- ΔE to the lowest compared entry with this formula, charge and spin (kJ/mol) = 3.93
- LUMO (alpha / beta) (eV) = -4.83 / -7.07

Geometry as ORCA input:
```
! RIJCOSX wB97M-V def2-TZVPD def2/J DEFGRID3
* xyz 2 3
Pt -1.09 1.23 -0.72
C -4.95 1.18 -1.52
Sb -3.21 -0.02 -1.45
C -3.77 -1.63 -0.19
C -3.19 -0.89 -3.39
C -2.83 0.13 -4.44
C -3.83 0.93 -4.97
C -3.56 1.89 -5.93
C -2.26 2.05 -6.39
C -1.25 1.24 -5.88
C -1.52 0.28 -4.91
C -0.38 -0.55 -4.39
Sb 0.51 0.33 -2.66
C 1.20 2.15 -3.49
C 2.31 -0.78 -2.44
H -4.80 2.00 -2.22
H -5.16 1.58 -0.53
H -5.78 0.56 -1.85
H -4.29 -2.37 -0.78
H -4.43 -1.25 0.59
H -2.88 -2.07 0.26
H -4.20 -1.27 -3.55
H -2.52 -1.74 -3.36
H -4.86 0.79 -4.64
H -4.36 2.50 -6.33
H -2.04 2.78 -7.16
H -0.25 1.34 -6.27
H 0.43 -0.60 -5.11
H -0.67 -1.58 -4.16
H 1.72 1.96 -4.43
H 1.90 2.63 -2.81
H 0.35 2.81 -3.68
H 2.86 -0.63 -3.37
H 2.08 -1.83 -2.29
H 2.89 -0.41 -1.60
N 0.25 2.77 0.02
C 1.33 2.18 0.86
C 1.94 3.19 1.84
C 1.02 3.88 2.87
C 1.24 3.43 4.31
N 0.95 2.01 4.50
C -0.15 1.48 5.02
N -0.98 2.18 5.81
N -0.45 0.21 4.72
C 0.91 0.81 1.42
O 1.46 0.37 2.42
O 0.05 0.15 0.73
H 0.65 3.29 -0.75
H -0.29 3.44 0.56
H 2.13 1.92 0.15
H 2.41 3.96 1.21
H 2.78 2.70 2.35
H -0.04 3.83 2.61
H 1.26 4.95 2.86
H 0.67 4.03 5.01
H 2.29 3.59 4.57
H 1.48 1.38 3.92
H -0.65 3.02 6.25
H -1.75 1.72 6.25
H 0.10 -0.26 4.01
H -1.11 -0.31 5.26
*
```

---

Copy entry 1 word for word.
This record from the Open Molecules 2025 dataset describes a gas-phase ion, C18H34N3S2 (charge +1) in a non-equilibrium geometry. The level of theory is ωB97M-V with the def2-TZVPD basis set.

Computed properties:
- molar mass (g/mol) = 356.625
- LUMO (eV) = -2.84
- SMILES string = CCCCN(CCCCc1[nH]c(CCC)c[nH+]1)C(=S)SCCC

Geometry as ORCA input:
```
! RIJCOSX wB97M-V def2-TZVPD def2/J DEFGRID3
* xyz 1 1
C 2.10 4.45 -2.01
C 1.68 3.01 -2.32
C 1.01 2.31 -1.11
C -0.45 2.73 -1.01
N -1.27 2.03 0.02
C -2.42 1.31 -0.55
C -2.08 0.25 -1.61
C -2.83 -1.06 -1.33
C -2.46 -2.18 -2.31
C -1.29 -2.96 -1.79
N -0.55 -2.63 -0.74
C 0.47 -3.55 -0.54
C 1.44 -3.42 0.60
C 2.89 -3.81 0.24
C 3.86 -2.61 0.18
C 0.32 -4.47 -1.52
N -0.77 -4.08 -2.28
C -0.61 1.42 1.05
S -0.63 -0.18 1.43
S 0.34 2.58 2.04
C -0.83 2.91 3.41
C -1.39 1.72 4.18
C -0.33 0.90 4.91
H 3.10 4.49 -1.57
H 1.42 4.93 -1.31
H 2.12 5.06 -2.91
H 0.97 3.01 -3.16
H 2.55 2.42 -2.61
H 1.55 2.64 -0.22
H 1.10 1.23 -1.22
H -0.49 3.80 -0.80
H -0.94 2.59 -1.98
H -3.09 2.07 -0.97
H -2.96 0.86 0.28
H -2.37 0.60 -2.60
H -1.00 0.07 -1.63
H -3.91 -0.89 -1.38
H -2.62 -1.36 -0.30
H -3.31 -2.85 -2.45
H -2.19 -1.77 -3.29
H -0.68 -1.80 -0.15
H 1.40 -2.39 0.97
H 1.08 -4.05 1.42
H 3.24 -4.50 1.01
H 2.91 -4.35 -0.71
H 4.11 -2.34 -0.85
H 4.79 -2.84 0.71
H 3.44 -1.73 0.67
H 0.90 -5.36 -1.72
H -1.13 -4.57 -3.08
H -0.24 3.53 4.09
H -1.65 3.51 3.00
H -2.07 2.14 4.93
H -2.00 1.08 3.54
H 0.34 0.38 4.23
H 0.26 1.55 5.57
H -0.81 0.17 5.56
*
```